(1)
Density functional theory data (ωB97M-V/def2-TZVPD) for a structure of composition C43H48BN9O6S4Sc at a distorted geometry.

Geometry as ORCA input:
```
! RIJCOSX wB97M-V def2-TZVPD def2/J DEFGRID3
* xyz -1 1
Sc 0.931 1.176 0.247
O 5.077 2.013 0.556
C 3.895 1.567 0.463
O 2.796 2.097 0.113
C 3.773 0.109 0.977
C 4.700 -0.808 1.321
C 4.308 -2.012 1.917
C 2.948 -2.246 2.146
C 2.029 -1.348 1.680
N 2.493 -0.207 1.104
C 0.521 -1.390 1.859
O -0.010 -2.224 2.560
O -0.033 -0.444 1.174
H 5.718 -0.527 1.120
H 5.009 -2.785 2.193
H 2.522 -3.184 2.530
C -0.097 2.561 -5.968
C 0.817 2.125 -4.853
C 2.213 1.751 -5.351
C 0.864 3.300 -3.857
N 0.165 0.990 -4.211
C -1.121 0.461 -4.642
C -1.364 -0.571 -3.842
N -0.287 -0.719 -2.968
B -0.317 -1.749 -1.789
N -0.406 -3.221 -2.277
C -1.152 -3.682 -3.345
C -1.194 -5.032 -3.359
N -0.464 -5.403 -2.214
C 0.060 -4.260 -1.569
S 1.116 -4.334 -0.321
C -0.356 -6.840 -1.775
C -0.681 -7.127 -0.291
C -1.364 -7.657 -2.582
C 1.070 -7.368 -2.168
N -1.685 -1.570 -1.029
C -2.426 -2.574 -0.515
C -3.285 -2.058 0.421
N -3.202 -0.720 0.298
C -2.200 -0.389 -0.626
S -1.609 1.181 -0.871
C -4.092 0.176 1.078
C -5.066 -0.644 1.943
C -3.243 0.949 2.108
C -4.849 1.142 0.143
C 0.616 0.231 -3.215
S 2.012 0.569 -2.268
H 0.401 3.419 -6.429
H -1.053 2.830 -5.573
H -0.108 1.724 -6.698
H 2.667 2.603 -5.873
H 2.114 0.892 -6.031
H 2.869 1.511 -4.525
H 1.272 4.125 -4.434
H 1.528 3.161 -2.969
H -0.156 3.487 -3.459
H -1.673 0.848 -5.442
H -2.211 -1.225 -3.692
H 0.606 -1.661 -1.001
H -1.796 -3.023 -3.926
H -1.614 -5.614 -4.109
H -1.815 -7.066 -0.158
H -0.221 -6.489 0.437
H -0.580 -8.216 -0.144
H -2.288 -7.230 -2.414
H -1.358 -8.647 -2.160
H -1.001 -7.697 -3.631
H 1.880 -6.891 -1.576
H 1.282 -7.061 -3.218
H 1.123 -8.473 -2.093
H -2.053 -3.594 -0.524
H -3.998 -2.601 0.993
H -4.461 -1.056 2.753
H -5.692 -1.387 1.402
H -5.665 0.193 2.422
H -2.584 0.202 2.671
H -3.898 1.500 2.755
H -2.499 1.638 1.639
H -5.478 0.510 -0.503
H -4.191 1.717 -0.514
H -5.512 1.829 0.686
O 0.114 3.345 -0.416
S -0.275 3.815 0.933
O -1.629 4.289 1.059
N 0.212 2.647 1.812
C -0.121 2.534 3.152
C -1.355 2.749 3.739
C -1.560 2.450 5.106
C -0.509 2.133 5.929
C 0.795 1.950 5.365
C 1.925 1.536 6.177
C 3.101 1.308 5.496
C 3.182 1.562 4.104
N 2.190 1.996 3.406
C 0.963 2.157 3.976
C 0.762 5.208 1.362
C 2.031 4.888 1.806
C 2.893 5.901 2.228
C 2.460 7.205 2.212
C 1.126 7.529 1.863
C 0.316 6.512 1.431
H -2.179 3.114 3.199
H -2.526 2.495 5.552
H -0.529 2.169 7.016
H 1.898 1.466 7.250
H 4.041 1.136 6.021
H 4.100 1.449 3.580
H 2.410 3.870 1.767
H 3.879 5.736 2.670
H 3.122 7.994 2.430
H 0.848 8.567 1.989
H -0.676 6.728 1.082
*
```

* energy above the lowest of the compared OMol25 structures with the same formula, charge and spin: 172.09 kJ/mol
* HOMO-LUMO gap: 7.218 eV
* LUMO: 2.38 eV
* molecular weight: 970.95 Da
* E_HOMO: -4.841 eV

(2)
Density functional theory data (ωB97M-V/def2-TZVPD) for the molecule C17H21FN4O4S2 at a distorted geometry.

Geometry as ORCA input:
```
! RIJCOSX wB97M-V def2-TZVPD def2/J DEFGRID3
* xyz 0 1
O 2.342 2.280 -0.605
C 1.726 1.474 0.111
N 2.349 0.779 1.144
C 3.601 1.047 1.676
N 4.112 0.096 2.406
C 5.339 0.521 2.966
C 5.710 1.769 2.577
F 6.849 2.370 3.027
S 4.580 2.502 1.486
C 0.263 1.255 -0.240
C -0.604 2.184 0.630
C -2.104 2.110 0.268
C -2.430 2.430 -1.219
C -3.939 2.576 -1.478
O -4.524 3.441 -0.523
C -4.371 3.087 0.821
C -2.885 3.083 1.179
N 0.014 -0.165 -0.043
C -0.106 -1.060 -1.063
C -0.366 -2.256 -0.489
S -0.671 -3.853 -1.210
O -1.195 -3.625 -2.570
O -1.543 -4.639 -0.329
C 0.990 -4.529 -1.154
C 1.217 -5.875 -1.880
C 1.847 -4.613 -2.446
C -0.459 -2.019 0.893
N -0.192 -0.753 1.158
H 1.770 0.093 1.625
H 5.912 -0.118 3.632
H 0.119 1.430 -1.309
H -0.248 3.224 0.460
H -0.498 1.932 1.688
H -2.439 1.085 0.442
H -1.939 3.379 -1.452
H -2.030 1.675 -1.902
H -4.127 2.929 -2.471
H -4.390 1.584 -1.395
H -4.806 2.087 1.035
H -4.998 3.807 1.430
H -2.764 2.791 2.204
H -2.489 4.071 1.037
H 0.031 -0.883 -2.135
H 1.480 -4.384 -0.229
H 0.334 -6.322 -2.335
H 1.928 -6.586 -1.374
H 1.401 -4.190 -3.343
H 2.921 -4.448 -2.329
H -0.718 -2.775 1.626
*
```

* energy above the lowest of the compared OMol25 structures with the same formula, charge and spin: 0.00 kJ/mol
* HOMO-LUMO gap: 9.449 eV
* LUMO: 0.50 eV
* molecular weight: 428.51 Da
* E_HOMO: -8.951 eV
* SMILES: O=C(Nc1ncc(F)s1)[C@H](CC1CCOCC1)n1cc(S(=O)(=O)C2CC2)cn1

(3)
Density functional theory data (ωB97M-V/def2-TZVPD) for a structure of composition C80H51Cl4N10P2SSe2Ti at a distorted geometry.

Geometry as ORCA input:
```
! RIJCOSX wB97M-V def2-TZVPD def2/J DEFGRID3
* xyz -1 3
Ti -0.867 0.558 -0.239
Cl -6.802 -2.047 6.143
C -5.381 -1.806 5.166
C -5.492 -1.772 3.785
C -4.360 -1.567 3.019
C -3.093 -1.380 3.605
C -3.021 -1.434 5.002
C -4.150 -1.647 5.777
C -1.970 -1.056 2.729
C -1.265 0.142 2.880
C -0.897 0.821 4.082
C -0.526 2.089 3.727
C -0.763 2.207 2.324
C -1.261 3.393 1.746
C -1.319 4.587 2.631
C -2.424 4.822 3.446
C -2.408 5.826 4.401
C -1.271 6.605 4.542
Cl -1.211 7.814 5.792
C -0.175 6.422 3.717
C -0.208 5.413 2.765
C -1.956 3.351 0.551
N -1.778 2.397 -0.424
C -2.468 2.874 -1.539
C -2.128 2.724 -2.856
C -3.145 3.188 -3.825
C -2.964 4.241 -4.726
C -4.004 4.668 -5.536
C -5.239 4.048 -5.459
Cl -6.541 4.604 -6.472
C -5.452 2.996 -4.584
C -4.405 2.578 -3.778
C -1.097 0.617 -3.530
C -0.188 -0.210 -4.377
C -0.179 -1.437 -3.855
C -0.948 -1.388 -2.614
N -1.277 -0.142 -2.289
C -1.437 -2.518 -1.911
C -1.978 -2.343 -0.649
C -2.589 -3.442 0.111
C -2.520 -3.135 1.400
C -1.760 -1.835 1.480
N -1.816 -1.237 0.145
C -1.336 -3.869 -2.512
C -1.660 -4.101 -3.852
C -1.557 -5.366 -4.407
C -1.112 -6.420 -3.628
Cl -0.979 -8.009 -4.327
C -0.766 -6.225 -2.302
C -0.883 -4.957 -1.757
C -3.319 3.985 -1.120
C -2.925 4.328 0.122
N -1.064 0.968 1.791
H -6.461 -1.882 3.316
H -4.452 -1.494 1.943
H -2.062 -1.331 5.488
H -4.073 -1.696 6.855
H -0.910 0.396 5.071
H -0.184 2.886 4.368
H -3.296 4.188 3.345
H -3.257 5.983 5.052
H 0.701 7.046 3.831
H 0.648 5.248 2.122
H -2.013 4.751 -4.762
H -3.865 5.493 -6.222
H -6.416 2.508 -4.533
H -4.552 1.762 -3.082
H 0.285 0.146 -5.278
H 0.340 -2.311 -4.217
H -3.018 -4.323 -0.336
H -2.816 -3.704 2.264
H -2.024 -3.286 -4.464
H -1.834 -5.538 -5.438
H -0.410 -7.045 -1.693
H -0.608 -4.814 -0.720
H -4.037 4.485 -1.750
H -3.268 5.154 0.725
N 2.183 3.144 -1.539
C 1.381 3.230 -2.655
C 1.516 3.962 -3.826
C 0.599 3.616 -4.848
C -0.422 2.736 -4.684
C -0.797 2.110 -3.354
C 0.352 2.306 -2.416
N 0.575 1.658 -1.243
C 1.683 2.173 -0.713
C 2.196 1.759 0.545
C 3.259 2.233 1.269
S 3.337 1.431 2.789
C 1.975 0.477 2.325
N 1.499 0.748 1.164
H 3.040 3.648 -1.404
H 2.322 4.662 -3.996
H 0.738 4.055 -5.831
H -1.055 2.475 -5.525
H -2.078 0.585 -4.039
H 3.987 2.983 1.010
H 1.541 -0.238 3.011
Se -0.467 -6.896 1.671
P 1.123 -5.771 2.448
C 1.037 -5.506 4.248
C 0.369 -6.447 5.023
C 0.305 -6.299 6.400
C 0.918 -5.216 7.013
C 1.582 -4.272 6.242
C 1.640 -4.414 4.866
C 2.742 -6.548 2.169
C 3.889 -6.099 2.823
C 5.089 -6.768 2.658
C 5.149 -7.915 1.879
C 4.002 -8.385 1.255
C 2.806 -7.702 1.393
C 1.029 -4.074 1.803
C 1.492 -3.271 0.728
N 0.627 -2.242 0.611
N -0.288 -2.443 1.532
N -0.086 -3.508 2.260
P 2.968 -3.261 -0.322
Se 2.913 -1.754 -1.777
C 4.417 -3.162 0.783
C 5.685 -3.075 0.206
C 6.803 -2.927 1.009
C 6.667 -2.842 2.388
C 5.411 -2.907 2.965
C 4.292 -3.063 2.161
C 3.040 -4.894 -1.113
C 4.189 -5.674 -1.143
C 4.212 -6.829 -1.910
C 3.092 -7.213 -2.631
C 1.942 -6.434 -2.600
C 1.922 -5.268 -1.856
H -0.119 -7.281 4.534
H -0.235 -7.024 6.995
H 0.866 -5.097 8.087
H 2.045 -3.414 6.713
H 2.135 -3.654 4.277
H 3.843 -5.239 3.474
H 5.978 -6.398 3.152
H 6.086 -8.446 1.767
H 4.036 -9.288 0.659
H 1.907 -8.063 0.910
H 5.779 -3.103 -0.872
H 7.784 -2.864 0.556
H 7.542 -2.700 3.011
H 5.296 -2.819 4.038
H 3.308 -3.096 2.603
H 5.058 -5.384 -0.569
H 5.111 -7.432 -1.945
H 3.116 -8.118 -3.225
H 1.067 -6.723 -3.168
H 1.046 -4.632 -1.858
*
```

* HOMO-LUMO gap (spin up / spin down): 4.742 / 4.668 eV
* LUMO (spin up / spin down): 1.70 / 1.57 eV
* molecular weight: 1593.97 Da
* E_HOMO (spin up / spin down): -3.038 / -3.096 eV

(4)
Density functional theory data (ωB97M-V/def2-TZVPD) for a cluster of 2 separate species, CH6NOS in total at a distorted geometry.

Geometry as ORCA input:
```
! RIJCOSX wB97M-V def2-TZVPD def2/J DEFGRID3
* xyz 1 3
C 0.862 -0.457 0.364
N 2.061 -0.753 0.779
O -2.124 1.213 -0.559
S 0.066 -1.039 -0.990
H 0.334 0.298 0.945
H 2.661 -1.425 0.311
H 2.439 -0.289 1.598
H -2.978 0.913 -0.221
H -2.308 1.720 -1.360
H -1.014 -0.181 -0.866
*
```

* energy above the lowest of the compared OMol25 structures with the same formula, charge and spin: 0.00 kJ/mol
* HOMO-LUMO gap (spin up / spin down): 7.950 / 7.548 eV
* LUMO (spin up / spin down): -3.34 / -8.79 eV
* molecular weight: 80.13 Da
* E_HOMO (spin up / spin down): -11.293 / -16.336 eV

(5)
Density functional theory data (ωB97M-V/def2-TZVPD) for a structure of composition C6H7LiO6Tl at a distorted geometry.

Geometry as ORCA input:
```
! RIJCOSX wB97M-V def2-TZVPD def2/J DEFGRID3
* xyz 1 1
Tl -3.195 0.771 -2.236
O -2.519 1.562 -0.314
O -1.664 -0.155 1.033
C -1.772 -1.499 0.586
C -1.041 -1.467 -0.747
O -1.360 -0.171 -1.231
C -1.571 0.720 -0.093
H -1.304 -2.160 1.324
H -2.829 -1.781 0.458
H -1.402 -2.207 -1.469
H 0.050 -1.568 -0.615
Li 5.156 -0.696 0.678
O 4.157 0.605 -0.554
O 1.950 0.998 -0.282
C 0.913 0.924 0.455
C -0.286 1.639 0.082
O 3.113 -0.422 1.131
C 3.202 0.308 0.151
H 0.945 0.223 1.300
H -0.135 2.284 -0.788
H -0.405 2.093 1.128
*
```

* energy above the lowest of the compared OMol25 structures with the same formula, charge and spin: 32.10 kJ/mol
* HOMO-LUMO gap: 7.826 eV
* LUMO: -4.38 eV
* molecular weight: 386.44 Da
* E_HOMO: -12.208 eV

(6)
Density functional theory data (ωB97M-V/def2-TZVPD) for the molecule C6H12O.

Geometry as ORCA input:
```
! RIJCOSX wB97M-V def2-TZVPD def2/J DEFGRID3
* xyz 0 1
C 1.572 -1.429 1.090
C 1.404 -0.396 0.116
C 0.623 -0.649 -1.154
O -0.023 0.498 -1.612
C -0.797 1.087 -0.547
C -2.110 0.335 -0.366
C 0.044 1.106 0.705
H 0.919 -2.297 1.074
H 0.731 -0.250 1.200
H 2.371 -1.372 1.819
H 2.200 0.339 0.035
H 1.334 -0.967 -1.923
H -0.073 -1.484 -0.985
H -1.016 2.094 -0.921
H -2.607 0.216 -1.333
H -2.776 0.883 0.308
H -1.953 -0.661 0.064
H -0.545 0.978 1.624
H 0.702 1.970 0.807
*
```

* energy above the lowest of the compared OMol25 structures with the same formula, charge and spin: 499.58 kJ/mol
* HOMO-LUMO gap: 8.034 eV
* LUMO: 1.04 eV
* molecular weight: 100.16 Da
* E_HOMO: -6.993 eV

Look up the molecular weight of the fifth one. 386.44 Da